Density functional theory data (ωB97M-V/def2-TZVPD) for 6 unconnected molecules or ions with the total composition C59H63N3O13PS at a distorted geometry.

Positions of all 140 atoms, in Å:
C 0.607 -4.269 -2.030
C 1.554 -3.082 -2.513
O 1.222 -1.905 -1.741
C 1.344 -0.728 -2.467
O 2.247 -0.616 -3.264
C 0.275 0.378 -2.167
C 0.849 1.853 -2.447
C 0.566 2.866 -1.280
C 1.714 3.016 -0.182
C 2.994 3.403 -1.032
C 2.883 4.405 -2.202
C 3.722 4.099 -3.396
C 3.776 4.959 -4.573
C 2.985 6.189 -4.663
C 2.130 6.520 -3.501
C 1.204 7.799 -3.477
C 2.118 5.645 -2.319
N 1.980 1.662 0.495
C 3.356 1.567 1.091
C 3.637 0.555 2.227
N 4.761 -0.058 2.222
C 0.831 1.291 1.374
C 0.650 -0.263 1.682
C -0.788 -0.785 1.381
C -2.026 -0.093 1.764
C -3.388 -0.577 1.441
C -3.554 -1.837 0.721
C -2.269 -2.612 0.322
C -0.948 -2.078 0.659
C 0.865 2.234 2.625
O 1.315 3.549 2.337
C 1.326 4.025 0.999
C 2.323 5.298 1.135
C 2.188 5.895 2.627
N 2.743 7.298 2.510
P -0.377 4.883 0.748
S -1.895 3.767 1.275
H 0.818 -5.163 -2.681
H 0.789 -4.530 -0.933
H -0.460 -3.974 -2.217
H 1.385 -2.981 -3.612
H 2.603 -3.440 -2.293
H -0.616 0.170 -2.819
H 0.011 0.307 -1.068
H 0.240 2.213 -3.329
H 1.896 1.779 -2.823
H 0.319 3.848 -1.776
H -0.434 2.569 -0.846
H 3.895 3.719 -0.428
H 3.344 2.425 -1.490
H 4.361 3.175 -3.389
H 4.444 4.712 -5.438
H 3.003 6.878 -5.539
H 0.186 7.503 -3.866
H 1.095 8.169 -2.423
H 1.660 8.556 -4.164
H 1.448 5.935 -1.481
H 1.985 0.944 -0.255
H 3.650 2.583 1.490
H 4.048 1.256 0.256
H 2.929 0.256 3.053
H 4.811 -0.715 3.010
H -0.184 1.520 0.924
H 1.395 -0.855 1.083
H 0.817 -0.383 2.796
H -1.983 0.891 2.305
H -4.284 0.027 1.739
H -4.563 -2.277 0.449
H -2.297 -3.594 -0.205
H -0.046 -2.661 0.370
H -0.173 2.292 3.073
H 1.509 1.793 3.441
H 3.401 5.011 1.100
H 2.028 6.151 0.479
H 1.129 6.006 2.962
H 2.855 5.372 3.354
H 2.607 7.711 3.442
H 2.055 7.797 1.927
H -0.497 5.420 -0.582
H -0.474 6.056 1.575
C 9.855 -2.718 1.852
C 10.383 -2.537 0.642
C 9.621 -1.865 -0.436
O 10.099 -1.702 -1.539
C 8.251 -1.401 -0.116
C 7.725 -1.582 1.094
C 8.486 -2.253 2.170
O 8.004 -2.416 3.274
H 10.396 -3.208 2.652
H 11.382 -2.870 0.392
H 7.709 -0.911 -0.915
H 6.725 -1.250 1.346
C -7.340 5.211 -2.131
C -6.352 5.865 -2.740
C -4.944 5.698 -2.312
O -4.041 6.294 -2.865
C -4.678 4.777 -1.185
C -5.665 4.124 -0.576
C -7.073 4.289 -1.003
O -7.973 3.692 -0.449
H -8.375 5.321 -2.429
H -6.529 6.541 -3.566
H -3.643 4.667 -0.886
H -5.486 3.447 0.251
C -5.358 -7.011 -0.063
C -5.958 -7.473 1.032
C -5.781 -6.806 2.343
O -6.327 -7.228 3.343
C -4.919 -5.608 2.388
C -4.322 -5.142 1.294
C -4.496 -5.810 -0.015
O -3.950 -5.386 -1.016
H -5.474 -7.485 -1.029
H -6.596 -8.348 1.017
H -4.804 -5.133 3.354
H -3.698 -4.264 1.299
C -10.267 -2.696 0.440
C -8.978 -2.372 0.359
C -7.921 -3.311 0.796
O -6.741 -3.012 0.724
C -8.352 -4.627 1.325
C -9.641 -4.952 1.406
C -10.698 -4.012 0.969
O -11.872 -4.307 1.040
H -11.053 -2.022 0.126
H -8.645 -1.415 -0.025
H -7.567 -5.301 1.638
H -9.973 -5.909 1.790
C 2.603 -7.882 1.110
C 3.871 -8.255 1.277
C 4.969 -7.261 1.295
O 6.123 -7.599 1.445
C 4.602 -5.836 1.122
C 3.335 -5.464 0.955
C 2.237 -6.458 0.937
O 1.080 -6.117 0.787
H 1.788 -8.594 1.093
H 4.156 -9.292 1.406
H 5.417 -5.123 1.138
H 3.049 -4.427 0.826

## Properties
E_LUMO: -3.2 eV
maximum force: 0.072 Eh/bohr
HOMO: -11.149 eV
total charge: +1
energy: -113399.335 eV

Results of the Mulliken charge analysis, in e, for atoms 1 through 6: atom 1 (C): -0.685, atom 2 (C): -0.358, atom 3 (O): 0.050, atom 4 (C): 0.175, atom 5 (O): -0.589, atom 6 (C): 0.232